Computed, not measured: one molecule with the formula C2H3N3OS in a non-equilibrium geometry, with the ωB97M-V functional and the def2-TZVPD basis.

## Properties
Kohn-Sham gap	8.51	eV
F_max	0.0350	Eh/bohr
charge	0
energy above the lowest of the compared OMol25 structures with the same formula, charge and spin	300.48	kJ/mol
DFT total energy	-19471.9723	eV
SMILES	Cn1onnc1=S

Atoms and positions in Å:
C -1.332 -1.549 -0.628
C 0.014 0.428 0.331
H -1.500 -1.619 -1.699
H -0.929 -2.494 -0.198
H -2.254 -1.233 -0.062
N -0.274 -0.600 -0.457
N 1.778 0.061 -0.982
N 1.326 0.870 -0.138
O 0.885 -0.966 -1.202
S -0.894 1.093 1.525

How is the electron density shared among the atoms? According to Mulliken, the charges in e are: -0.69 0.29 0.25 0.28 0.31 0.22 0.01 -0.20 -0.12 -0.35

Computed, not measured: one molecule with the formula C6H16N2 in a non-equilibrium geometry, with the ωB97M-V functional and the def2-TZVPD basis.

## Properties
Kohn-Sham gap	8.80	eV
F_max	0.1000	Eh/bohr
charge	0
energy above the lowest of the compared OMol25 structures with the same formula, charge and spin	343.22	kJ/mol
DFT total energy	-9458.5171	eV
SMILES	CNC[C@@H](N)C(C)C

Atoms and positions in Å:
N 1.526 1.302 0.128
C 0.386 0.449 -0.238
C 0.949 -1.007 -0.925
C 1.216 -0.857 -2.405
C 0.187 -2.276 -0.539
C -0.453 0.391 1.108
N -1.811 0.776 1.196
C -2.306 1.774 2.095
H 2.191 0.828 0.718
H 1.903 1.778 -0.715
H -0.100 0.887 -1.099
H 1.915 -1.177 -0.548
H 1.444 -1.839 -2.596
H 2.159 -0.193 -2.540
H 0.329 -0.237 -2.952
H 0.028 -2.878 -1.443
H -0.761 -1.964 -0.384
H 0.626 -2.749 0.507
H -0.258 -0.652 1.346
H 0.270 0.969 1.778
H -2.394 0.402 0.501
H -1.540 1.906 2.976
H -3.333 1.565 2.407
H -2.176 2.800 1.624

How is the electron density shared among the atoms? According to Mulliken, the charges in e are: -0.69 0.01 0.67 -1.45 -1.32 -0.89 -0.15 -0.77 0.23 0.25 0.44 0.08 0.53 0.24 0.26 0.41 0.37 0.23 0.27 0.33 0.18 0.22 0.31 0.26

Computed, not measured: a 2-piece molecular cluster, C15H19N3 overall in a non-equilibrium geometry, with the ωB97M-V functional and the def2-TZVPD basis.

## Properties
Kohn-Sham gap	8.80	eV
F_max	0.1508	Eh/bohr
charge	0
energy above the lowest of the compared OMol25 structures with the same formula, charge and spin	284.61	kJ/mol
DFT total energy	-20330.9664	eV
SMILES	CCc1c[nH]c2ccccc12.CCc1c[nH]cn1

Atoms and positions in Å:
C -1.669 1.520 -1.442
C -2.238 2.518 -0.533
C -1.680 0.274 -0.811
C -1.808 -0.012 0.548
C -1.109 -0.921 -1.358
C -1.139 -1.965 -0.432
C -0.477 -1.212 -2.554
C -0.791 -3.240 -0.720
C -0.131 -2.481 -2.902
C -0.307 -3.481 -1.997
N -1.596 -1.418 0.782
H -2.336 1.293 -2.424
H -0.699 1.825 -1.924
H -1.345 2.519 0.190
H -2.382 0.561 1.330
H -2.236 -1.853 1.512
H -0.320 -0.492 -3.436
H -0.956 -3.978 0.074
H 0.497 -2.832 -3.689
H -0.141 -4.573 -2.256
H -3.117 2.184 0.005
H -2.456 3.466 -0.875
C 1.984 2.570 2.604
C 0.856 3.562 2.476
C 1.938 1.372 1.765
C 1.182 1.130 0.608
C 2.651 -0.647 1.019
N 2.826 0.354 1.978
N 1.692 -0.150 0.136
H 2.889 3.270 2.398
H 1.993 2.261 3.654
H 0.846 4.382 3.152
H 0.396 1.591 0.225
H 3.146 -1.611 1.054
H 1.266 -0.471 -0.724
H -0.099 2.940 2.299
H 1.022 4.099 1.525

How is the electron density shared among the atoms? According to Mulliken, the charges in e are: 0.09 -1.24 0.34 -0.43 -0.09 -0.07 0.46 -1.01 -1.01 -0.10 -0.10 0.39 0.23 0.04 0.26 0.30 0.21 0.38 0.36 0.30 0.30 0.44 -0.06 -1.17 -0.02 -0.18 -0.32 -0.71 0.03 0.18 0.26 0.43 0.46 0.42 0.21 0.14 0.29

Calculated HOMO level, -9.01, -7.73, -7.99 eV (same order as the records).